{
  "formula": "C38H76F9N7O5P2S",
  "method": "ωB97M-V/def2-TZVPD",
  "energy_ev": -115178.024,
  "multiplicity": 1,
  "smiles": "CCCCCCCCC[C@@]1(S)C(=O)O[C@H](CC(C)C)[C@]1(CCC(N)=O)CCC(F)(F)C(F)(F)C(F)(F)C(F)(F)F.CN(C)P(=O)(N(C)C)N(C)C.CN(C)P(=O)(N(C)C)N(C)C",
  "molar_mass_g_mol": 976.1,
  "elements": ["C", "C", "C", "C", "C", "C", "C", "C", "C", "C", "S", "C", "O", "O", "C", "C", "C", "C", "C", "C", "C", "C", "C", "N", "O", "C", "C", "C", "F", "F", "C", "F", "F", "C", "F", "F", "C", "F", "F", "F", "H", "H", "H", "H", "H", "H", "H", "H", "H", "H", "H", "H", "H", "H", "H", "H", "H", "H", "H", "H", "H", "H", "H", "H", "H", "H", "H", "H", "H", "H", "H", "H", "H", "H", "H", "H", "H", "H", "H", "H", "C", "N", "C", "P", "O", "N", "C", "C", "N", "C", "C", "H", "H", "H", "H", "H", "H", "H", "H", "H", "H", "H", "H", "H", "H", "H", "H", "H", "H", "C", "N", "C", "P", "O", "N", "C", "C", "N", "C", "C", "H", "H", "H", "H", "H", "H", "H", "H", "H", "H", "H", "H", "H", "H", "H", "H", "H", "H"],
  "positions_angstrom": [[8.727, -1.957, 4.992], [8.786, -1.216, 3.648], [8.499, -2.117, 2.442], [7.021, -2.298, 2.086], [6.227, -1.008, 1.857], [4.710, -1.289, 1.777], [4.190, -1.494, 0.347], [2.814, -0.853, 0.094], [1.688, -1.793, 0.514], [0.242, -1.271, 0.365], [0.153, 0.303, -0.621], [-0.598, -2.169, -0.572], [-0.277, -3.120, -1.202], [-1.856, -1.650, -0.492], [-2.067, -1.592, 0.932], [-3.336, -0.863, 1.357], [-4.111, -1.545, 2.503], [-5.585, -1.135, 2.315], [-3.694, -1.063, 3.891], [-0.664, -1.319, 1.655], [-0.536, -2.608, 2.517], [0.475, -2.576, 3.687], [-0.006, -3.610, 4.700], [-0.609, -3.123, 5.892], [0.081, -4.792, 4.497], [-0.626, -0.007, 2.450], [0.793, 0.488, 2.746], [0.890, 1.542, 3.846], [0.023, 1.195, 4.854], [2.125, 1.526, 4.400], [0.480, 2.970, 3.430], [-0.741, 2.910, 2.846], [0.340, 3.747, 4.519], [1.412, 3.708, 2.429], [1.392, 3.122, 1.218], [0.893, 4.949, 2.283], [2.897, 3.917, 2.852], [3.403, 4.943, 2.181], [3.022, 4.152, 4.147], [3.604, 2.838, 2.519], [9.201, -1.339, 5.754], [7.701, -2.147, 5.308], [9.276, -2.893, 4.896], [8.151, -0.331, 3.682], [9.810, -0.847, 3.548], [8.887, -3.108, 2.696], [9.085, -1.780, 1.584], [6.985, -2.849, 1.140], [6.504, -2.922, 2.818], [6.566, -0.559, 0.920], [6.396, -0.269, 2.639], [4.501, -2.151, 2.417], [4.211, -0.430, 2.238], [4.208, -2.542, 0.040], [4.876, -0.962, -0.318], [2.816, 0.088, 0.643], [2.779, -0.616, -0.965], [1.867, -2.044, 1.560], [1.824, -2.715, -0.053], [-0.018, 1.258, 0.294], [-2.312, -2.637, 1.143], [-3.189, 0.201, 1.553], [-3.994, -0.923, 0.489], [-4.053, -2.629, 2.379], [-5.650, -0.044, 2.362], [-6.209, -1.508, 3.127], [-5.958, -1.444, 1.340], [-2.739, -1.465, 4.241], [-3.645, 0.025, 3.942], [-4.441, -1.402, 4.612], [-0.202, -3.391, 1.835], [-1.504, -2.835, 2.957], [1.476, -2.888, 3.395], [0.497, -1.623, 4.207], [-1.620, -3.147, 5.827], [-0.316, -2.175, 6.090], [-1.211, -0.165, 3.355], [-1.161, 0.747, 1.879], [1.239, 0.911, 1.849], [1.469, -0.309, 3.045], [-5.993, 0.844, -4.154], [-6.021, 0.037, -2.952], [-4.698, -0.206, -2.385], [-7.202, -1.125, -2.526], [-7.145, -1.113, -1.036], [-8.788, -0.540, -2.789], [-9.135, 0.450, -3.789], [-9.643, -0.397, -1.617], [-7.216, -1.996, -4.017], [-8.276, -3.033, -4.091], [-5.939, -2.695, -4.299], [-5.810, 0.276, -5.078], [-5.201, 1.589, -4.071], [-6.909, 1.413, -4.283], [-4.172, -1.037, -2.873], [-4.780, -0.449, -1.328], [-4.065, 0.679, -2.458], [-8.887, 1.468, -3.463], [-10.211, 0.420, -3.983], [-8.653, 0.244, -4.744], [-9.414, 0.507, -1.041], [-9.552, -1.256, -0.959], [-10.688, -0.349, -1.935], [-8.170, -3.790, -3.308], [-8.224, -3.529, -5.061], [-9.263, -2.591, -4.009], [-5.621, -3.340, -3.476], [-5.142, -1.983, -4.509], [-6.046, -3.308, -5.193], [4.762, 3.017, -5.005], [4.346, 2.144, -3.926], [4.693, 0.744, -4.153], [3.033, 2.408, -2.858], [3.467, 1.675, -1.636], [3.011, 4.014, -2.268], [3.544, 5.157, -2.980], [3.182, 4.168, -0.829], [1.834, 2.765, -4.047], [0.541, 3.213, -3.470], [1.513, 1.610, -4.920], [4.049, 3.077, -5.841], [5.709, 2.661, -5.413], [4.961, 4.026, -4.658], [3.976, 0.218, -4.797], [4.739, 0.208, -3.205], [5.677, 0.664, -4.614], [4.638, 5.216, -2.902], [3.135, 6.080, -2.560], [3.253, 5.150, -4.030], [4.231, 4.061, -0.523], [2.588, 3.436, -0.307], [2.828, 5.151, -0.507], [0.096, 2.456, -2.816], [-0.157, 3.426, -4.280], [0.663, 4.130, -2.902], [1.243, 0.716, -4.351], [2.351, 1.368, -5.572], [0.679, 1.864, -5.573]],
  "forces_ev_per_angstrom": [[-0.115, 0.461, -0.354], [0.499, -0.222, 0.196], [-0.165, -0.126, 0.451], [0.119, 0.301, -0.516], [-0.252, -0.418, 0.046], [0.369, 0.105, 0.027], [0.052, 0.604, 0.011], [0.614, -0.736, -0.061], [0.225, 0.484, 0.326], [0.584, -0.709, 0.094], [0.082, 0.172, -0.193], [-0.070, 1.064, 0.397], [0.084, -0.108, -0.406], [-0.394, -0.545, -0.080], [-0.494, -0.507, 0.921], [0.173, -0.176, -0.669], [-0.549, 1.141, -0.219], [0.307, 0.146, 0.112], [0.060, -0.704, 0.253], [-1.004, 0.305, -1.204], [1.732, 0.850, 0.093], [-0.127, -0.591, 0.656], [0.096, -0.176, 0.197], [0.146, 0.350, -0.347], [-0.217, 0.017, -0.220], [-0.173, -0.437, -0.138], [0.196, 0.362, 0.022], [-0.820, -1.066, 0.116], [0.144, 0.214, 0.022], [-0.007, 0.404, -0.179], [0.059, 0.129, 0.110], [0.122, -0.148, -0.158], [0.283, -0.057, 0.017], [-0.019, 0.925, 0.190], [-0.379, -0.313, 0.538], [-0.123, -0.146, 0.045], [0.194, -0.383, -0.435], [-0.035, 0.262, -0.072], [-0.077, 0.040, 0.214], [0.042, -0.229, 0.141], [-0.019, -0.123, 0.149], [0.005, -0.193, -0.006], [-0.055, -0.091, 0.218], [-0.048, 0.004, -0.103], [-0.017, 0.085, -0.067], [0.132, -0.008, -0.153], [-0.224, 0.131, -0.130], [-0.079, -0.201, 0.096], [0.122, 0.069, 0.193], [-0.010, 0.160, 0.038], [0.127, -0.108, 0.112], [-0.158, 0.002, 0.004], [-0.220, -0.021, -0.149], [-0.040, -0.047, 0.070], [0.077, -0.092, -0.031], [-0.247, 0.145, -0.175], [-0.334, 0.140, 0.019], [-0.065, -0.117, 0.013], [-0.298, -0.062, -0.035], [0.035, -0.138, 0.173], [0.138, -0.021, 0.190], [0.012, 0.016, 0.094], [0.091, 0.078, -0.088], [0.203, -0.052, 0.223], [-0.029, 0.027, -0.077], [-0.084, -0.207, -0.128], [-0.200, -0.080, 0.073], [0.098, 0.061, -0.109], [-0.030, 0.036, -0.088], [0.030, 0.094, 0.099], [-0.447, -0.371, 0.161], [-0.154, -0.054, -0.285], [0.057, 0.245, -0.153], [0.087, 0.150, -0.199], [-0.010, -0.353, 0.320], [-0.232, 0.100, -0.072], [0.166, 0.148, 0.154], [-0.019, 0.071, 0.072], [0.060, -0.064, -0.044], [-0.049, -0.038, 0.094], [-0.083, -0.115, -0.452], [0.160, -0.252, 0.327], [0.098, -0.187, 0.304], [-1.802, 4.866, -1.445], [0.906, -2.694, -0.389], [0.019, 0.098, 0.274], [-0.078, -0.235, -0.397], [0.068, -0.002, 0.197], [0.547, -2.053, 1.711], [-0.317, 0.122, -0.156], [0.303, 0.401, -0.219], [-0.013, -0.018, 0.031], [0.090, -0.109, 0.123], [-0.031, -0.132, 0.004], [0.138, 0.118, 0.014], [-0.110, -0.041, -0.038], [-0.120, 0.086, -0.095], [-0.017, 0.013, -0.047], [-0.011, -0.025, 0.107], [0.135, -0.008, 0.073], [-0.047, -0.013, 0.042], [0.116, 0.048, 0.047], [0.045, 0.067, -0.134], [0.037, -0.077, -0.061], [0.153, 0.015, 0.001], [0.059, 0.140, 0.110], [-0.001, -0.092, -0.046], [-0.057, 0.089, 0.107], [-0.123, -0.007, 0.013], [-0.250, 0.233, -0.327], [-0.126, -0.407, 0.101], [-0.009, -0.240, 0.347], [3.505, 4.042, -0.561], [-2.197, -1.595, -0.633], [0.139, -0.101, 0.133], [-0.333, 0.162, -0.243], [0.226, -0.064, -0.046], [-1.253, -2.044, 1.285], [-0.039, 0.366, 0.054], [0.400, 0.002, -0.365], [-0.013, -0.010, 0.034], [-0.036, -0.168, 0.060], [-0.129, -0.035, 0.029], [0.113, -0.004, -0.071], [-0.079, 0.066, 0.024], [0.012, 0.128, -0.014], [-0.004, 0.041, -0.036], [0.004, -0.052, 0.100], [0.050, -0.141, -0.008], [-0.027, 0.021, 0.078], [0.315, -0.075, -0.183], [0.023, 0.081, -0.224], [-0.076, -0.033, -0.085], [0.059, -0.116, -0.081], [0.180, -0.038, 0.048], [-0.106, -0.009, -0.026], [0.093, 0.036, 0.114], [-0.041, 0.087, 0.077]]
}